1.
DFT (ωB97M-V with the def2-TZVPD basis set) results for C24H41F3GdO3P2S as an isolated structure.

Structure (XYZ):
```
75
Properties=species:S:1:pos:R:3:forces:R:3
Gd 1.579 -0.563 1.003 -1.041 -0.598 1.486
C -0.779 -0.892 2.514 0.635 -0.699 0.136
C -0.516 -2.085 1.768 0.359 0.239 0.660
C 1.208 -1.788 3.277 -0.946 -0.001 -0.205
C 0.277 -0.724 3.454 -0.018 -0.866 -0.742
C 0.711 -2.643 2.249 -0.539 0.518 0.343
C -2.046 -0.102 2.547 -0.320 0.373 0.050
H -2.681 -0.283 1.671 0.119 0.048 0.180
H -1.831 0.977 2.591 -0.178 -0.241 -0.027
H -2.658 -0.336 3.436 0.264 -0.026 -0.241
C 0.280 0.241 4.576 0.125 0.558 0.294
H -0.736 0.588 4.791 0.174 -0.032 0.009
H 0.890 1.120 4.357 -0.173 0.000 0.162
H 0.682 -0.216 5.488 -0.072 0.089 -0.167
C 2.398 -2.024 4.132 0.467 -0.062 0.219
H 2.103 -2.134 5.183 0.079 -0.039 -0.143
H 3.107 -1.191 4.088 -0.004 -0.217 0.045
H 2.922 -2.936 3.828 -0.002 0.140 0.136
C 1.296 -3.953 1.839 0.211 -0.159 -0.108
H 1.773 -4.443 2.695 -0.060 0.026 -0.235
H 2.066 -3.842 1.058 -0.018 -0.218 0.015
H 0.525 -4.627 1.449 0.172 0.110 0.029
C -1.462 -2.780 0.849 -0.100 -0.311 -0.485
H -1.574 -3.840 1.121 -0.056 0.303 0.001
H -1.098 -2.768 -0.189 -0.220 -0.176 0.146
H -2.459 -2.319 0.866 0.252 -0.134 -0.035
C -2.571 2.746 0.002 -0.712 0.304 -0.342
C -3.715 2.094 -0.237 0.524 0.354 0.567
C -3.825 0.886 -1.115 -0.369 -0.112 -0.661
C -3.144 0.999 -2.502 -0.272 0.143 -1.091
C -1.787 0.245 -2.675 0.016 -0.253 0.850
C -1.080 -0.107 -1.399 1.209 -1.317 0.409
C -0.831 0.994 -0.395 -0.159 -0.065 0.293
C -1.302 2.421 -0.728 0.643 0.006 0.634
H -4.895 0.698 -1.295 0.359 0.027 0.024
H -3.048 2.049 -2.813 -0.166 -0.192 0.268
H -3.456 -0.013 -0.599 -0.055 0.225 -0.028
H -1.380 2.549 -1.809 -0.149 0.169 0.328
H -2.495 3.538 0.755 -0.340 -0.198 -0.419
H -4.636 2.397 0.254 0.218 -0.045 0.202
H -0.514 3.111 -0.394 -0.239 -0.066 -0.136
H -1.286 0.687 0.547 0.176 0.303 -0.091
H -1.457 -1.037 -0.950 -0.047 0.584 -0.125
H 0.243 1.146 -0.144 -0.102 -0.317 -0.353
H -3.835 0.560 -3.243 0.258 0.165 0.239
H -2.034 -0.689 -3.215 0.429 0.310 0.174
P -0.403 0.952 -3.639 -1.442 0.003 -1.734
C -0.473 2.703 -4.061 0.211 0.621 -0.251
C -0.598 0.115 -5.244 0.244 0.235 -0.177
P 1.067 -0.739 -1.648 -0.915 0.023 -0.543
C 1.184 0.570 -2.949 0.499 0.691 0.138
C 0.937 -2.260 -2.666 0.202 -0.422 0.107
C 2.986 -0.609 -1.432 0.298 -0.407 -0.930
H 0.417 3.221 -3.671 -0.382 -0.129 -0.062
H -1.369 3.219 -3.706 0.130 -0.171 0.002
H -0.460 2.787 -5.156 0.030 0.018 0.284
H -0.118 0.742 -6.009 -0.049 -0.464 0.066
H -1.674 0.024 -5.481 0.500 0.064 0.153
H -0.138 -0.881 -5.212 -0.182 0.219 -0.093
H 3.419 -0.680 -2.440 0.314 -0.090 0.372
H 3.395 -1.440 -0.824 -0.002 0.258 -0.153
H 3.305 0.367 -1.016 -0.203 -0.431 -0.063
H 1.612 1.489 -2.507 -0.233 -0.296 -0.106
H 1.883 0.256 -3.741 -0.338 0.105 0.190
H 1.464 -3.065 -2.131 -0.187 0.137 -0.228
H 1.391 -2.171 -3.666 -0.015 0.108 0.377
H -0.108 -2.568 -2.794 0.200 0.139 0.148
F 2.337 3.030 4.022 1.037 -0.646 -0.692
C 3.335 2.254 3.533 0.146 -0.034 1.368
F 4.514 2.868 3.719 -1.005 -0.451 -0.350
F 3.348 1.090 4.254 -0.049 1.324 -1.017
S 3.047 1.888 1.710 -0.707 -1.439 0.131
O 1.556 1.714 1.614 1.248 0.845 0.192
O 3.625 2.922 0.919 -0.095 -0.247 0.404
O 3.590 0.491 1.538 0.414 1.792 0.199
```
Forces are in eV/Å.

⟨S²⟩: 16.149
charge: +1
energy relative to the best compared isomer or geometry (same formula, charge and spin): 0.000 eV
multiplicity: 8
total energy: -90088.4337 eV
HOMO level (spin up / spin down): -0.361 / -0.351 hartree

***

2.
DFT (ωB97M-V with the def2-TZVPD basis set) results for a 2-piece molecular cluster, C2H4BrClN3 overall.

Structure (XYZ):
```
11
Properties=species:S:1:pos:R:3:forces:R:3
C 0.290 0.289 0.998 -0.920 -3.446 -0.223
C -1.262 -1.235 0.793 1.156 -3.584 -0.584
N -0.409 -0.564 1.683 0.122 3.024 0.200
N 0.063 -0.068 -0.437 -0.020 2.422 0.286
N -0.855 -0.879 -0.567 0.019 -0.409 -0.062
Cl 1.203 1.750 -2.450 -0.405 0.159 -1.040
Br 1.646 1.434 1.412 -0.035 0.099 0.263
H -1.019 -2.419 0.983 -0.451 2.410 -0.908
H -2.374 -1.279 0.815 0.607 0.722 0.566
H 0.508 0.601 -1.235 -0.644 -1.680 1.112
H 2.208 2.368 -1.995 0.571 0.283 0.390
```
Forces are in eV/Å.

charge: +1
energy relative to the best compared isomer or geometry (same formula, charge and spin): 0.181 eV
total energy: -89164.2992 eV
HOMO level: -0.564 hartree

***

3.
DFT (ωB97M-V with the def2-TZVPD basis set) results for a 2-piece molecular cluster, C29H26Cl2NO overall.

Structure (XYZ):
```
59
Properties=species:S:1:pos:R:3:forces:R:3
C -3.265 0.546 2.482 -0.168 -0.364 -0.005
C -2.017 0.773 3.301 0.337 0.020 0.269
N -1.091 1.590 2.683 -0.860 -0.695 0.407
C 0.116 1.987 3.284 0.758 -0.825 1.284
C 0.825 3.181 2.746 1.513 -0.053 0.431
C 2.157 3.378 2.977 -1.378 -0.497 -0.149
C 2.908 4.541 2.426 -0.283 0.829 -0.244
C 2.254 5.115 1.133 0.912 -0.271 0.118
C 0.753 5.073 1.138 -0.630 -0.182 0.076
C 0.016 5.906 0.291 -0.368 -0.141 0.332
C -1.386 5.882 0.302 -0.138 -0.156 -0.001
C -2.074 5.076 1.228 0.771 0.463 -0.264
C -1.335 4.300 2.111 -0.007 0.041 -0.082
C 0.064 4.189 2.001 -0.212 0.589 -0.480
C 0.552 1.269 4.346 0.286 0.811 -0.390
O -1.900 0.269 4.419 -0.738 0.570 -1.274
H -3.246 0.999 1.486 0.063 -0.059 0.096
H -3.398 -0.538 2.391 -0.102 0.262 -0.046
H -4.112 0.952 3.041 0.109 -0.175 -0.062
H -1.322 1.886 1.742 0.247 0.055 0.355
H 2.697 2.676 3.615 -0.081 0.104 -0.377
H 2.931 5.369 3.162 0.089 -0.439 -0.041
H 3.954 4.255 2.231 -0.364 0.172 0.061
H 2.585 6.157 1.016 -0.134 -0.296 -0.053
H 2.672 4.571 0.269 -0.348 0.068 0.137
H 0.564 6.574 -0.376 -0.286 -0.145 0.121
H -1.940 6.509 -0.402 0.181 -0.202 0.237
H -3.164 5.043 1.280 0.293 0.347 -0.062
H -1.862 3.773 2.907 0.216 0.017 -0.295
H 1.545 1.481 4.742 -0.492 0.099 0.191
H -0.109 0.544 4.814 0.827 0.011 -0.296
Cl -9.052 2.095 -3.215 -0.155 0.101 -0.098
C -8.184 2.464 -1.793 0.622 -0.100 0.538
C -7.294 3.547 -1.770 -0.058 0.131 0.560
C -6.513 3.772 -0.634 0.370 -0.261 0.070
C -6.545 2.892 0.490 -0.728 -0.219 -0.583
C -5.717 3.090 1.667 -0.513 0.887 0.484
C -6.156 2.723 2.940 0.006 -0.290 -0.411
C -5.572 3.114 4.150 0.160 -0.160 0.038
C -5.806 2.510 5.423 -0.442 0.278 0.430
C -5.182 3.051 6.586 0.128 -0.100 -0.346
C -5.344 2.474 7.831 0.094 -0.075 0.138
C -6.170 1.344 7.971 0.084 0.380 -0.618
Cl -6.347 0.605 9.503 0.006 0.091 -0.207
C -6.850 0.820 6.855 0.103 0.048 -0.309
C -6.673 1.395 5.604 0.209 -0.140 0.153
C -7.544 1.875 0.459 -0.043 0.116 -0.170
C -8.337 1.646 -0.666 0.282 0.359 0.611
H -7.270 4.224 -2.626 0.130 -0.197 0.328
H -5.891 4.672 -0.574 -0.057 -0.451 -0.210
H -4.742 3.628 1.547 -1.048 -0.323 0.172
H -7.050 2.089 3.013 0.462 0.313 -0.117
H -4.916 3.990 4.130 0.165 -0.424 0.013
H -4.531 3.919 6.460 -0.163 -0.244 0.150
H -4.814 2.857 8.708 -0.258 -0.079 -0.389
H -7.482 -0.058 6.987 0.132 0.282 -0.078
H -7.173 0.970 4.731 0.085 0.023 0.436
H -7.701 1.265 1.352 0.114 -0.029 -0.507
H -9.103 0.871 -0.653 0.297 0.122 -0.069
```
Forces are in eV/Å.

charge: +1
energy relative to the best compared isomer or geometry (same formula, charge and spin): 0.000 eV
total energy: -59069.2796 eV
HOMO level: -0.362 hartree

***

4.
DFT (ωB97M-V with the def2-TZVPD basis set) results for C48H48HfN4O2PSSb as an isolated structure.

Structure (XYZ):
```
106
Properties=species:S:1:pos:R:3:forces:R:3
Hf -0.408 -0.977 0.630 -0.176 -0.501 0.005
C -1.152 -2.043 -3.788 0.018 0.075 -0.082
C -0.931 -1.399 -2.462 -0.004 -0.070 -0.181
N -1.083 -2.000 -1.329 0.006 -0.084 0.220
N -1.533 -3.284 -1.387 -0.079 -0.225 -0.081
C -1.859 -3.823 -0.238 0.056 0.098 -0.086
N -2.320 -5.082 -0.273 -0.010 0.054 0.077
S -1.729 -3.078 1.329 -0.002 -0.001 0.099
C -0.568 0.018 -2.383 -0.053 0.011 0.082
C -0.474 0.811 -3.508 -0.035 0.134 -0.316
C -0.179 2.155 -3.371 -0.033 0.106 -0.073
C -0.008 2.678 -2.100 -0.003 0.061 -0.074
C -0.116 1.828 -1.021 -0.013 -0.079 0.130
N -0.375 0.516 -1.148 0.113 0.106 0.092
H -1.412 -3.085 -3.663 -0.008 -0.062 -0.009
H -0.246 -1.964 -4.395 -0.037 0.010 0.009
H -1.956 -1.537 -4.328 0.037 -0.004 0.026
H -2.505 -5.510 -1.165 0.004 -0.001 -0.027
H -2.687 -5.509 0.558 0.000 -0.019 0.016
H -0.632 0.379 -4.488 0.007 0.035 0.053
H -0.096 2.790 -4.246 -0.003 -0.055 0.057
H 0.208 3.727 -1.938 -0.020 -0.074 -0.014
H 0.009 2.200 -0.010 -0.023 -0.027 0.004
C -0.221 -1.448 3.930 -0.026 -0.006 -0.023
O 0.527 -1.583 2.694 -0.058 0.099 -0.105
C 1.266 -2.822 2.740 -0.070 -0.006 0.000
C 2.097 -2.967 1.503 0.019 0.096 -0.011
O 1.298 -2.672 0.343 -0.162 0.156 -0.038
C 1.634 -3.521 -0.772 0.057 0.016 -0.028
H -0.914 -2.284 4.025 -0.023 -0.047 0.000
H -0.759 -0.512 3.896 -0.040 0.055 -0.012
H 0.479 -1.452 4.761 0.065 0.003 0.056
H 0.552 -3.637 2.833 -0.069 -0.065 0.028
H 1.918 -2.800 3.613 0.052 -0.022 0.078
H 2.453 -3.994 1.443 0.038 -0.097 0.001
H 2.958 -2.302 1.516 0.070 0.011 -0.012
H 1.277 -4.532 -0.584 -0.021 -0.020 0.031
H 2.715 -3.522 -0.910 -0.002 0.004 -0.004
H 1.152 -3.126 -1.658 -0.045 0.028 -0.031
C -7.024 -1.535 2.117 -0.021 0.016 -0.060
C -5.820 -1.687 2.792 0.008 -0.022 0.056
C -4.637 -1.272 2.203 0.045 0.031 -0.005
C -4.647 -0.694 0.933 -0.034 -0.026 -0.001
C -5.862 -0.532 0.265 0.062 -0.028 0.044
C -7.044 -0.956 0.857 0.004 -0.019 0.050
P -3.078 -0.092 0.239 0.144 0.127 -0.014
C -3.533 0.611 -1.370 0.033 -0.035 -0.039
C -3.879 -0.285 -2.388 0.009 -0.017 0.013
C -4.215 0.183 -3.651 0.001 -0.025 0.032
C -4.199 1.549 -3.912 0.004 -0.013 0.003
C -3.857 2.442 -2.905 0.014 0.043 0.018
C -3.523 1.978 -1.637 -0.031 -0.015 -0.036
C -2.462 1.180 1.359 -0.030 -0.056 -0.082
C -3.115 2.320 1.818 0.035 0.126 0.097
C -2.449 3.157 2.703 -0.058 -0.016 -0.043
C -1.165 2.828 3.138 -0.014 0.074 0.035
C -0.548 1.667 2.701 -0.026 -0.070 -0.047
C -1.172 0.806 1.781 -0.053 0.197 0.127
H -7.948 -1.863 2.578 0.035 0.019 -0.016
H -5.804 -2.127 3.782 0.005 0.019 -0.052
H -3.703 -1.385 2.741 -0.023 -0.002 -0.012
H -5.894 -0.065 -0.710 -0.015 -0.007 -0.001
H -7.983 -0.822 0.334 0.042 -0.011 0.018
H -3.909 -1.354 -2.181 0.006 0.088 -0.033
H -4.506 -0.516 -4.428 0.020 0.049 0.058
H -4.471 1.916 -4.895 0.017 -0.022 0.072
H -3.870 3.509 -3.101 0.015 -0.074 0.014
H -3.276 2.684 -0.853 0.024 -0.011 -0.044
H -4.126 2.547 1.498 0.029 -0.009 0.029
H -2.929 4.057 3.067 0.025 -0.060 -0.025
H -0.650 3.483 3.834 -0.043 -0.049 -0.050
H 0.437 1.438 3.085 0.061 -0.017 0.016
C 6.976 -1.492 1.333 0.003 0.007 0.017
C 6.535 -0.461 2.151 0.009 -0.028 -0.031
C 5.283 0.110 1.949 0.009 -0.014 -0.014
C 4.465 -0.355 0.925 -0.044 -0.058 0.014
C 4.916 -1.387 0.099 0.052 0.023 0.036
C 6.167 -1.953 0.301 -0.035 0.034 0.012
Sb 2.542 0.453 0.470 0.219 0.237 0.027
C 2.628 2.345 1.435 -0.093 0.035 -0.086
C 2.384 3.535 0.749 0.038 -0.024 0.091
C 2.353 4.746 1.431 -0.009 -0.018 -0.033
C 2.561 4.779 2.803 0.009 -0.057 0.028
C 2.792 3.596 3.496 -0.011 0.016 -0.013
C 2.814 2.385 2.816 0.028 0.071 0.002
C 3.025 0.872 -1.555 -0.072 -0.075 -0.072
C 3.884 1.906 -1.926 -0.004 -0.045 -0.043
C 4.247 2.065 -3.258 0.000 -0.003 0.041
C 3.776 1.182 -4.224 -0.006 -0.009 0.011
C 2.949 0.129 -3.857 0.013 -0.003 0.037
C 2.573 -0.022 -2.526 0.132 0.106 -0.012
H 7.955 -1.930 1.491 -0.070 0.036 -0.011
H 7.172 -0.087 2.944 -0.025 -0.019 -0.033
H 4.973 0.934 2.579 0.007 -0.024 -0.009
H 4.305 -1.733 -0.730 0.027 0.014 0.002
H 6.516 -2.742 -0.355 -0.008 0.022 0.028
H 2.225 3.528 -0.323 0.041 -0.004 -0.025
H 2.173 5.667 0.887 0.014 -0.063 0.043
H 2.546 5.724 3.333 0.006 -0.054 -0.034
H 2.955 3.615 4.568 -0.014 0.003 -0.070
H 2.971 1.470 3.379 0.013 0.014 0.003
H 4.295 2.575 -1.179 -0.033 0.015 -0.012
H 4.919 2.869 -3.540 -0.061 -0.057 0.023
H 4.071 1.303 -5.259 -0.012 -0.002 0.062
H 2.604 -0.577 -4.604 0.025 0.043 0.042
H 1.934 -0.855 -2.248 0.037 0.000 -0.002
```
Forces are in eV/Å.

charge: +2
energy relative to the best compared isomer or geometry (same formula, charge and spin): 0.000 eV
total energy: -88568.1273 eV
HOMO level: -0.478 hartree

***

> Among the records above, which one has the highest total energy?

C29H26Cl2NO

***

> What is the total energy in the first record?

-90088.4337 eV

***

What did the second record say?
DFT (ωB97M-V with the def2-TZVPD basis set) results for a 2-piece molecular cluster, C2H4BrClN3 overall.

Structure (XYZ):
```
11
Properties=species:S:1:pos:R:3:forces:R:3
C 0.290 0.289 0.998 -0.920 -3.446 -0.223
C -1.262 -1.235 0.793 1.156 -3.584 -0.584
N -0.409 -0.564 1.683 0.122 3.024 0.200
N 0.063 -0.068 -0.437 -0.020 2.422 0.286
N -0.855 -0.879 -0.567 0.019 -0.409 -0.062
Cl 1.203 1.750 -2.450 -0.405 0.159 -1.040
Br 1.646 1.434 1.412 -0.035 0.099 0.263
H -1.019 -2.419 0.983 -0.451 2.410 -0.908
H -2.374 -1.279 0.815 0.607 0.722 0.566
H 0.508 0.601 -1.235 -0.644 -1.680 1.112
H 2.208 2.368 -1.995 0.571 0.283 0.390
```
Forces are in eV/Å.

charge: +1
energy relative to the best compared isomer or geometry (same formula, charge and spin): 0.181 eV
total energy: -89164.2992 eV
HOMO level: -0.564 hartree